The following is a quantum chemistry calculation of a cluster of 2 separate species, C3H9N3O in total, from the OMol25 dataset.

Properties
Kohn-Sham gap ... 8.2953 eV
Highest occupied orbital energy ... -8.103 eV
Energy above the lowest of the compared OMol25 structures with the same formula, charge and spin ... 91.2 kcal per mole
Charge ... 0

Last column: Mulliken charge in e.
Geometry (Å):
1 O -0.04 -0.32 1.54  -0.288
2 H -0.39 1.67 2.05  0.294
3 H 1.50 0.86 0.82  0.451
4 C -0.45 -0.11 -1.54  0.485
5 H -1.53 0.96 0.88  0.319
6 H 0.22 0.33 -0.58  -0.019
7 C -0.94 0.77 1.77  -0.637
8 N -1.23 0.75 -2.08  -0.779
9 N -0.17 -1.36 -1.60  -0.684
10 H -1.04 1.71 -1.81  0.234
11 H 2.51 -0.93 -0.20  0.294
12 H -0.47 -1.83 -2.45  0.247
13 C 0.97 -0.08 0.69  -0.020
14 H -1.59 0.47 2.59  0.227
15 N 1.64 -1.16 0.28  -0.463
16 H 1.00 -1.72 -0.37  0.336

The following is a quantum chemistry calculation of a cluster of 2 separate species, C3H9N3O in total, from the OMol25 dataset.

Properties
Kohn-Sham gap (spin up / spin down) ... 8.0219 / 8.1267 eV
Highest occupied orbital energy (spin up / spin down) ... -9.238 / -9.391 eV
Energy above the lowest of the compared OMol25 structures with the same formula, charge and spin ... 120.1 kcal per mole
Charge ... 0

Last column: Mulliken charge in e.
Geometry (Å):
1 C -1.22 -0.01 -0.76  -0.276
2 H 1.80 1.34 2.57  0.226
3 H -1.35 -1.83 0.54  0.231
4 H 2.99 2.41 0.13  0.296
5 C 2.93 2.14 1.19  0.079
6 N -2.14 -2.26 -1.30  -0.450
7 H -0.73 0.29 -1.86  0.227
8 N -0.55 0.65 0.26  -0.444
9 O 3.76 2.61 1.93  -0.570
10 H -2.27 0.38 -0.85  0.320
11 H -1.86 -2.98 -2.01  0.183
12 C -1.16 -1.56 -0.55  -0.436
13 N 1.90 1.41 1.57  -0.232
14 H -0.11 -1.76 -0.80  0.331
15 H 1.16 1.28 0.97  0.322
16 H -3.16 -2.11 -1.05  0.192

The following is a quantum chemistry calculation of a cluster of 2 separate species, C3H9N3O in total, from the OMol25 dataset.

Properties
Kohn-Sham gap ... 9.7090 eV
Highest occupied orbital energy ... -9.077 eV
Energy above the lowest of the compared OMol25 structures with the same formula, charge and spin ... 8.0 kcal per mole
Charge ... 0

Last column: Mulliken charge in e.
Geometry (Å):
1 N -1.12 -1.20 -1.17  -0.390
2 N 2.03 -0.60 0.16  -0.490
3 O -0.59 0.95 -1.56  -0.606
4 C -1.12 0.12 -0.83  0.657
5 C 2.01 0.44 1.02  0.079
6 H 1.89 -1.52 0.55  0.239
7 H 2.28 0.18 2.05  0.334
8 H -2.83 0.68 0.31  0.318
9 N 1.70 1.64 0.71  -0.661
10 H -1.69 -0.40 1.17  0.349
11 H 1.58 -0.46 -0.73  0.246
12 H 1.47 1.70 -0.29  0.255
13 C -1.77 0.45 0.48  -1.097
14 H -0.81 -1.42 -2.11  0.255
15 H -1.28 1.31 0.94  0.310
16 H -1.75 -1.86 -0.72  0.200

The following is a quantum chemistry calculation of an isolated molecule of C3H9N3O, from the OMol25 dataset.

Properties
Kohn-Sham gap ... 10.2337 eV
Highest occupied orbital energy ... -9.253 eV
Energy above the lowest of the compared OMol25 structures with the same formula, charge and spin ... 16.7 kcal per mole
Charge ... 0

Last column: Mulliken charge in e.
Geometry (Å):
1 H 0.02 1.20 -0.36  0.288
2 N 0.43 0.36 0.02  -0.229
3 H -2.49 -0.23 -1.28  0.215
4 N 2.57 1.13 -0.73  -0.573
5 C 1.86 0.30 0.22  -0.339
6 N -2.41 0.50 -0.59  -0.598
7 H 2.77 2.06 -0.42  0.215
8 C -1.87 -0.13 0.62  -0.544
9 H 3.37 0.66 -1.10  0.215
10 H -3.34 0.83 -0.38  0.232
11 C -0.45 -0.64 0.35  0.487
12 H 2.19 -0.72 0.09  0.331
13 H -2.38 -1.03 0.95  0.313
14 H 2.11 0.55 1.26  0.245
15 H -1.84 0.59 1.44  0.346
16 O -0.16 -1.81 0.39  -0.605

Which of these has the highest energy above the lowest of the compared OMol25 structures with the same formula, charge and spin?
number 2